ORCA calculation (ωB97M-V with the def2-TZVPD basis set) on 19 unconnected molecules or ions with the total composition C29H70B2IN18O43PS.

Kohn-Sham gap: 7.69 eV
E_tot: -175605.8386 eV

Last column: Mulliken charge in e.
Atoms and positions in Å:
C (-1.092, -2.305, 7.028)  0.05
C (0.146, -1.769, 6.297)  -0.98
C (-0.046, -0.311, 5.815)  -1.72
I (1.837, 0.724, 5.727)  0.15
C (-0.752, -0.265, 4.495)  1.33
C (-1.935, 0.337, 4.252)  0.81
P (-2.814, 1.387, 5.427)  1.01
O (-1.661, 2.303, 6.067)  -0.46
O (-3.151, 0.311, 6.556)  -0.30
S (-4.331, 2.404, 4.835)  -0.41
C (-2.524, 0.127, 2.880)  -1.31
O (-3.018, 1.028, 2.247)  -0.64
C (-2.347, -1.260, 2.322)  0.52
B (-3.518, -1.965, 1.506)  0.78
C (-4.179, -3.257, 2.078)  -0.82
O (-3.941, -1.392, 0.332)  -0.40
C (-1.147, -1.838, 2.570)  0.80
B (-0.761, -3.285, 2.073)  0.85
O (-1.068, -3.704, 0.807)  -0.44
O (-0.178, -4.101, 2.989)  -0.52
C (0.059, -5.479, 2.667)  -0.91
C (-0.164, -1.056, 3.344)  -1.12
O (1.018, -1.060, 3.081)  -0.58
H (-0.814, -3.134, 7.683)  0.42
H (-1.866, -2.636, 6.332)  -0.63
H (-1.548, -1.530, 7.654)  0.35
H (0.999, -1.789, 6.979)  0.63
H (0.367, -2.400, 5.432)  0.49
H (-0.601, 0.237, 6.575)  0.63
H (-0.792, 2.180, 5.658)  0.34
H (-3.872, 0.668, 7.104)  0.28
H (-5.080, -3.001, 2.649)  0.37
H (-3.497, -3.803, 2.730)  -0.04
H (-4.480, -3.910, 1.254)  0.29
H (-4.883, -1.549, 0.191)  0.21
H (-0.732, -3.099, 0.127)  0.22
H (0.838, -5.567, 1.910)  0.29
H (0.373, -5.965, 3.591)  0.26
H (-0.864, -5.945, 2.315)  0.36
C (-2.077, -5.608, 5.399)  -0.72
N (-3.062, -4.584, 5.844)  1.05
O (-3.637, -4.753, 6.895)  -0.58
O (-3.204, -3.613, 5.129)  -0.59
H (-2.032, -6.398, 6.139)  0.34
H (-2.413, -5.978, 4.435)  0.34
H (-1.126, -5.094, 5.296)  0.14
C (-2.236, 0.606, -1.545)  -0.79
N (-1.241, 0.683, -2.643)  1.03
O (-0.067, 0.834, -2.378)  -0.49
O (-1.667, 0.585, -3.775)  -0.51
H (-1.713, 0.708, -0.602)  -0.13
H (-2.944, 1.413, -1.713)  0.46
H (-2.734, -0.356, -1.611)  0.40
C (-4.919, -3.027, 9.545)  -0.66
N (-4.158, -2.646, 10.761)  0.94
O (-4.288, -3.316, 11.766)  -0.54
O (-3.440, -1.670, 10.669)  -0.54
H (-5.518, -3.901, 9.769)  0.32
H (-5.531, -2.173, 9.269)  0.30
H (-4.182, -3.242, 8.777)  0.16
C (-1.668, 5.451, 6.908)  -0.57
N (-1.912, 6.190, 8.177)  0.89
O (-1.277, 7.204, 8.378)  -0.54
O (-2.735, 5.716, 8.933)  -0.53
H (-0.914, 5.991, 6.347)  0.32
H (-1.338, 4.455, 7.176)  0.19
H (-2.610, 5.397, 6.371)  0.27
C (2.115, -1.062, -1.006)  -0.77
N (1.312, -2.300, -1.209)  1.10
O (0.089, -2.208, -1.280)  -0.73
O (1.905, -3.350, -1.285)  -0.49
H (1.435, -0.224, -0.952)  0.18
H (2.664, -1.204, -0.079)  0.32
H (2.800, -0.969, -1.844)  0.35
C (-2.162, 3.848, 0.755)  -0.46
N (-1.603, 4.479, -0.472)  0.99
O (-0.713, 5.288, -0.352)  -0.56
O (-2.077, 4.115, -1.535)  -0.54
H (-1.637, 4.245, 1.615)  0.32
H (-3.222, 4.077, 0.794)  0.30
H (-2.021, 2.779, 0.663)  -0.03
C (1.403, 0.779, -5.248)  -0.69
N (2.740, 0.586, -5.874)  1.01
O (2.886, 0.925, -7.035)  -0.61
O (3.609, 0.095, -5.189)  -0.57
H (0.735, 1.204, -5.988)  0.29
H (1.066, -0.197, -4.912)  0.25
H (1.529, 1.440, -4.397)  0.28
C (5.931, 2.300, -1.489)  -0.77
N (5.115, 1.096, -1.797)  0.92
O (3.909, 1.226, -1.902)  -0.47
O (5.699, 0.041, -1.920)  -0.55
H (5.265, 3.147, -1.402)  0.30
H (6.442, 2.106, -0.551)  0.27
H (6.647, 2.424, -2.296)  0.31
C (3.730, -0.259, -9.791)  -0.68
N (4.250, 0.228, -11.097)  0.92
O (5.300, -0.224, -11.503)  -0.57
O (3.583, 1.060, -11.679)  -0.54
H (4.431, -0.985, -9.396)  0.34
H (3.637, 0.597, -9.133)  0.25
H (2.756, -0.701, -9.976)  0.31
C (-2.874, 3.410, -5.525)  -0.37
N (-2.222, 3.737, -6.822)  0.92
O (-1.122, 3.264, -7.039)  -0.52
O (-2.834, 4.452, -7.584)  -0.57
H (-2.204, 2.766, -4.969)  -0.03
H (-3.055, 4.342, -4.999)  0.31
H (-3.809, 2.905, -5.748)  0.25
C (-0.659, -3.577, 11.603)  -0.62
N (-0.097, -3.968, 10.283)  0.96
O (1.095, -3.848, 10.105)  -0.55
O (-0.890, -4.372, 9.453)  -0.55
H (0.145, -3.226, 12.238)  0.30
H (-1.392, -2.795, 11.421)  0.16
H (-1.147, -4.450, 12.026)  0.29
C (3.041, 3.071, 2.867)  -0.58
N (4.267, 3.036, 2.027)  0.94
O (4.153, 3.309, 0.849)  -0.51
O (5.302, 2.716, 2.570)  -0.55
H (2.212, 3.367, 2.235)  0.28
H (2.898, 2.075, 3.273)  0.06
H (3.210, 3.785, 3.668)  0.31
C (3.653, 4.022, -10.257)  -0.76
N (3.220, 5.442, -10.373)  0.86
O (3.370, 5.997, -11.445)  -0.52
O (2.745, 5.956, -9.385)  -0.53
H (4.054, 3.704, -11.211)  0.34
H (4.400, 3.984, -9.469)  0.31
H (2.780, 3.440, -9.980)  0.29
C (-5.125, -0.131, 13.337)  -0.44
N (-6.002, 0.650, 12.421)  0.92
O (-5.924, 0.420, 11.230)  -0.51
O (-6.740, 1.466, 12.928)  -0.55
H (-4.531, -0.812, 12.740)  0.04
H (-4.501, 0.574, 13.875)  0.29
H (-5.773, -0.668, 14.023)  0.28
C (4.086, -5.804, -1.568)  -0.71
N (4.437, -7.177, -1.111)  0.89
O (5.152, -7.287, -0.137)  -0.53
O (3.970, -8.100, -1.746)  -0.53
H (4.566, -5.091, -0.910)  0.30
H (4.434, -5.703, -2.591)  0.31
H (3.005, -5.716, -1.530)  0.27
C (4.858, -2.265, -14.166)  -0.52
N (4.926, -3.736, -13.943)  0.88
O (5.358, -4.130, -12.879)  -0.53
O (4.536, -4.446, -14.845)  -0.54
H (5.237, -1.764, -13.284)  0.16
H (5.458, -2.041, -15.042)  0.28
H (3.816, -2.019, -14.351)  0.27
C (4.191, 8.618, -13.075)  -0.68
N (4.728, 9.428, -14.202)  0.87
O (5.665, 10.167, -13.978)  -0.53
O (4.189, 9.292, -15.280)  -0.52
H (4.767, 8.844, -12.186)  0.31
H (3.146, 8.885, -12.952)  0.28
H (4.277, 7.573, -13.351)  0.28
C (-3.412, -1.689, -5.897)  -0.63
N (-4.535, -0.844, -5.406)  0.93
O (-5.289, -1.320, -4.584)  -0.55
O (-4.613, 0.275, -5.865)  -0.51
H (-3.472, -2.652, -5.405)  0.31
H (-3.517, -1.781, -6.973)  0.30
H (-2.493, -1.167, -5.645)  0.15

ORCA calculation (ωB97M-V with the def2-TZVPD basis set) on 4 unconnected molecules or ions with the total composition C29H70BN3O11P at a distorted geometry.

Kohn-Sham gap: 6.45 eV
E_tot: -68160.0311 eV
net charge: -1

Last column: Mulliken charge in e.
Atoms and positions in Å:
C (2.559, 1.673, 2.652)  -0.33
C (1.621, 2.668, 3.543)  -0.26
O (0.296, 2.195, 3.899)  -0.44
P (-0.610, 1.453, 2.646)  0.88
O (-0.112, -0.022, 2.222)  -0.38
C (-0.953, 2.451, 1.075)  -0.60
C (0.071, 3.664, 0.718)  0.11
C (-0.123, 4.066, -0.891)  -0.91
B (0.918, 3.181, -1.807)  0.98
O (0.846, 3.240, -3.281)  -0.53
C (1.363, 1.995, -3.933)  -0.41
C (1.963, 1.270, -2.557)  0.52
C (2.259, -0.360, -2.619)  -0.60
C (2.811, -0.773, -1.110)  -0.10
O (0.938, 1.698, -1.570)  -0.55
O (-2.216, 1.141, 3.354)  -0.57
C (-2.889, 0.049, 2.633)  0.06
C (-2.747, -1.400, 3.455)  -0.63
H (2.363, 1.688, 1.499)  -0.16
H (2.346, 0.563, 3.037)  0.11
H (3.691, 1.914, 2.919)  0.38
H (1.649, 3.736, 3.009)  0.21
H (2.209, 2.845, 4.568)  0.30
H (-2.045, 2.929, 1.134)  0.36
H (-1.018, 1.683, 0.163)  0.20
H (-0.283, 4.627, 1.328)  0.31
H (1.210, 3.438, 0.870)  -0.05
H (-1.244, 3.930, -1.243)  0.14
H (0.141, 5.198, -1.062)  0.16
H (1.992, 3.476, -1.395)  -0.52
H (0.434, 1.509, -4.454)  0.24
H (2.225, 2.138, -4.738)  0.10
H (3.023, 1.801, -2.436)  -0.27
H (1.281, -0.985, -2.829)  0.28
H (3.088, -0.561, -3.437)  0.22
H (3.991, -0.906, -1.203)  0.29
H (2.644, 0.115, -0.336)  -0.26
H (2.285, -1.718, -0.657)  0.02
H (-4.057, 0.290, 2.669)  0.20
H (-2.618, -0.040, 1.498)  0.03
H (-3.779, -1.811, 3.829)  0.21
H (-1.966, -1.219, 4.338)  0.23
H (-2.251, -2.161, 2.702)  0.06
C (1.199, -2.962, 2.430)  -0.37
O (1.678, -4.000, 3.273)  -0.41
C (0.677, -4.541, 4.146)  -0.62
C (0.240, -5.942, 3.687)  -0.19
N (-0.548, -5.883, 2.451)  -0.24
C (-0.715, -7.174, 1.774)  -0.72
C (0.553, -7.960, 1.374)  -0.46
O (1.303, -7.372, 0.309)  -0.44
C (2.127, -6.284, 0.697)  -0.49
H (2.063, -2.455, 1.990)  0.13
H (0.602, -3.367, 1.611)  0.20
H (0.613, -2.226, 2.988)  0.28
H (-0.179, -3.867, 4.265)  0.17
H (1.152, -4.640, 5.129)  0.43
H (-0.367, -6.409, 4.475)  0.40
H (1.147, -6.538, 3.557)  0.13
H (-0.103, -5.242, 1.801)  0.02
H (-1.286, -6.974, 0.862)  0.37
H (-1.346, -7.816, 2.403)  0.37
H (0.218, -8.931, 0.992)  0.35
H (1.201, -8.188, 2.226)  0.35
H (2.563, -6.424, 1.690)  0.26
H (1.559, -5.355, 0.645)  0.16
H (2.946, -6.197, -0.027)  0.33
C (-10.443, -2.863, 2.067)  -0.70
O (-9.739, -3.301, 0.912)  -0.32
C (-9.919, -2.451, -0.228)  -0.80
C (-8.652, -1.628, -0.512)  -0.13
N (-8.442, -0.594, 0.508)  -0.35
C (-7.103, 0.004, 0.501)  -0.84
C (-5.883, -0.931, 0.658)  -0.31
O (-5.741, -1.506, 1.958)  -0.31
C (-6.594, -2.612, 2.211)  -0.57
H (-10.447, -3.682, 2.792)  0.23
H (-9.941, -2.013, 2.532)  0.29
H (-11.478, -2.602, 1.834)  0.33
H (-10.806, -1.814, -0.135)  0.39
H (-10.086, -3.119, -1.081)  0.39
H (-8.744, -1.146, -1.494)  0.38
H (-7.813, -2.327, -0.552)  0.14
H (-8.604, -0.993, 1.428)  0.10
H (-7.080, 0.724, 1.325)  0.40
H (-6.987, 0.585, -0.424)  0.40
H (-4.988, -0.314, 0.513)  0.22
H (-5.834, -1.703, -0.116)  0.35
H (-6.741, -3.237, 1.325)  0.31
H (-7.546, -2.260, 2.606)  0.13
H (-6.134, -3.229, 2.992)  0.30
C (6.841, 6.114, -6.455)  -0.70
O (7.841, 5.604, -5.583)  -0.32
C (8.091, 6.439, -4.444)  -0.80
C (7.514, 5.816, -3.162)  -0.15
N (6.048, 5.860, -3.155)  -0.33
C (5.419, 5.002, -2.145)  -0.85
C (5.749, 3.492, -2.161)  -0.54
O (5.203, 2.777, -3.270)  -0.36
C (5.927, 2.925, -4.482)  -0.62
H (6.893, 5.556, -7.394)  0.23
H (5.844, 5.965, -6.037)  0.30
H (6.998, 7.174, -6.673)  0.33
H (7.735, 7.464, -4.595)  0.39
H (9.181, 6.486, -4.336)  0.39
H (7.892, 6.365, -2.290)  0.37
H (7.885, 4.790, -3.106)  0.14
H (5.700, 5.580, -4.067)  0.11
H (4.338, 5.108, -2.278)  0.47
H (5.653, 5.405, -1.152)  0.38
H (5.278, 3.055, -1.272)  0.34
H (6.819, 3.288, -2.055)  0.40
H (7.007, 2.983, -4.318)  0.32
H (5.564, 3.798, -5.024)  0.13
H (5.724, 2.052, -5.113)  0.33

ORCA calculation (ωB97M-V with the def2-TZVPD basis set) on 7 unconnected molecules or ions with the total composition C29H71BNO13P at a distorted geometry.

Kohn-Sham gap: 8.27 eV
E_tot: -69291.2619 eV

Last column: Mulliken charge in e.
Atoms and positions in Å:
N (0.308, -3.163, 1.469)  -0.49
B (0.116, -4.363, 2.409)  0.28
O (0.972, -4.355, 3.637)  -0.57
C (-0.940, -5.602, 2.169)  0.56
O (-0.597, -6.559, 1.266)  -0.51
O (-2.186, -5.607, 2.958)  -0.34
C (-3.365, -5.323, 2.120)  0.30
C (-4.175, -4.017, 2.777)  -0.83
C (-4.060, -2.669, 1.830)  -0.13
C (-4.802, -1.454, 2.670)  0.37
O (-5.580, -1.808, 3.727)  -0.56
O (-4.637, -0.016, 2.361)  -0.42
P (-4.573, -6.810, 2.294)  0.14
O (-4.608, -7.110, 4.045)  -0.52
O (-4.008, -8.220, 1.436)  -0.51
H (-0.382, -2.432, 1.785)  0.19
H (1.280, -2.784, 1.549)  0.25
H (0.654, -3.602, 4.218)  0.32
H (-3.124, -5.019, 1.016)  0.48
H (-5.334, -4.290, 2.837)  0.33
H (-3.686, -3.831, 3.824)  0.29
H (-2.921, -2.461, 1.605)  0.01
H (-4.648, -2.881, 0.815)  0.32
H (-4.181, 0.422, 3.161)  0.34
H (-5.039, -7.995, 4.231)  0.30
H (-4.715, -8.411, 0.724)  0.37
C (-1.412, -0.526, -2.978)  -0.90
C (-2.748, -1.181, -2.673)  -0.57
O (-3.288, -0.805, -1.409)  -0.34
C (-3.577, 0.579, -1.226)  -0.03
C (-4.618, 1.110, -2.196)  -1.17
H (-0.704, -0.688, -2.160)  0.28
H (-0.988, -0.933, -3.900)  0.47
H (-1.518, 0.556, -3.108)  0.23
H (-2.604, -2.266, -2.638)  0.32
H (-3.474, -0.990, -3.469)  0.32
H (-2.656, 1.169, -1.270)  0.21
H (-3.964, 0.683, -0.207)  0.19
H (-4.245, 1.111, -3.224)  0.28
H (-4.890, 2.140, -1.939)  0.40
H (-5.520, 0.490, -2.175)  0.30
C (-8.668, -0.733, 3.421)  -0.48
C (-8.833, 0.775, 3.498)  -0.35
O (-10.193, 1.193, 3.574)  -0.44
C (-10.934, 0.746, 4.705)  -0.28
C (-10.370, 1.235, 6.028)  -1.03
H (-9.275, -1.148, 2.611)  0.30
H (-7.620, -0.995, 3.248)  -0.08
H (-8.985, -1.218, 4.348)  0.27
H (-8.422, 1.218, 2.584)  0.30
H (-8.259, 1.194, 4.331)  0.29
H (-11.028, -0.345, 4.693)  0.28
H (-11.948, 1.145, 4.589)  0.33
H (-9.391, 0.792, 6.234)  0.26
H (-11.039, 0.965, 6.853)  0.38
H (-10.242, 2.321, 6.017)  0.28
C (3.464, -0.215, -2.539)  -0.96
C (2.538, 0.692, -3.332)  0.11
O (1.623, 1.419, -2.517)  -0.40
C (2.192, 2.318, -1.568)  -0.19
C (3.015, 3.425, -2.204)  -1.00
H (2.890, -0.868, -1.873)  0.28
H (4.063, -0.834, -3.213)  0.43
H (4.152, 0.363, -1.916)  0.07
H (1.932, 0.071, -4.001)  0.30
H (3.105, 1.375, -3.972)  -0.04
H (2.777, 1.767, -0.825)  0.21
H (1.353, 2.771, -1.029)  0.30
H (3.916, 3.031, -2.682)  0.17
H (3.328, 4.152, -1.446)  0.45
H (2.436, 3.945, -2.974)  0.24
C (8.060, -1.214, 1.214)  -1.03
C (7.809, -1.452, -0.265)  -0.33
O (7.138, -0.371, -0.907)  -0.36
C (7.812, 0.884, -0.910)  -0.25
C (9.146, 0.851, -1.637)  -1.12
H (7.133, -0.938, 1.725)  0.26
H (8.470, -2.113, 1.683)  0.39
H (8.775, -0.400, 1.372)  0.26
H (7.159, -2.328, -0.371)  0.31
H (8.738, -1.690, -0.791)  0.31
H (7.927, 1.257, 0.112)  0.30
H (7.151, 1.589, -1.425)  0.28
H (9.873, 0.227, -1.110)  0.28
H (9.565, 1.861, -1.713)  0.39
H (9.028, 0.439, -2.643)  0.30
C (3.137, 3.304, -8.161)  -1.13
C (3.586, 3.739, -6.778)  -0.30
O (4.141, 2.680, -6.003)  -0.32
C (5.313, 2.058, -6.523)  -0.30
C (6.489, 3.009, -6.665)  -1.18
H (2.467, 2.441, -8.098)  0.30
H (2.615, 4.120, -8.670)  0.40
H (3.987, 3.011, -8.785)  0.27
H (2.712, 4.103, -6.226)  0.29
H (4.287, 4.578, -6.835)  0.32
H (5.090, 1.559, -7.471)  0.32
H (5.586, 1.269, -5.813)  0.32
H (6.301, 3.767, -7.429)  0.29
H (7.392, 2.460, -6.953)  0.39
H (6.679, 3.533, -5.723)  0.32
C (0.083, 2.587, 3.713)  -1.04
C (1.162, 1.566, 4.031)  -0.30
O (2.088, 1.371, 2.966)  -0.37
C (2.850, 2.508, 2.569)  -0.04
C (3.736, 3.057, 3.675)  -1.27
H (-0.414, 2.344, 2.769)  0.27
H (-0.665, 2.615, 4.511)  0.39
H (0.501, 3.593, 3.612)  0.27
H (0.683, 0.597, 4.208)  0.28
H (1.691, 1.824, 4.954)  0.31
H (2.194, 3.285, 2.165)  0.26
H (3.489, 2.180, 1.742)  0.21
H (3.142, 3.480, 4.490)  0.29
H (4.385, 3.850, 3.287)  0.41
H (4.360, 2.265, 4.100)  0.31

| no. | HOMO level (eV) |
| --- | --- |
| 1 | -9.81 |
| 2 | -4.27 |
| 3 | -8.43 |